Entry from the OMol25 dataset: a cluster of 2 separate species, C4H8N2O in total at a distorted geometry (ωB97M-V/def2-TZVPD).

Atoms and positions in Å:
N -2.57291 -0.54093 -0.11044
C -0.56113 0.02671 0.45844
C 0.51217 -0.50814 -0.47194
C 1.89626 0.16301 -0.39626
O 2.41515 -0.00569 0.90894
C -1.21533 1.24297 0.13467
N -2.12490 1.88308 -0.20821
H -3.17662 -1.37180 -0.28730
H -2.89038 -0.25736 0.81886
H -0.30478 -0.08111 1.52262
H 0.14334 -0.42721 -1.49619
H 0.65486 -1.56456 -0.23000
H 1.83090 1.22783 -0.66839
H 2.54969 -0.32360 -1.14315
H 3.26553 0.44923 0.96186

Summary:
- Orbital gap (spin up / spin down): 8.8 / 8.9 eV
- E_tot: -341.803861 Ha
- Total charge: 0
- Relative energy (zero: lowest compared OMol25 entry of this formula, charge and spin): 5.4364 eV
- HOMO (spin up / spin down): -0.3434 / -0.3475 Ha